# 1
2 unconnected molecules or ions with the total composition C6H14FNO3S, computed with ωB97M-V/def2-TZVPD.

```
26
Properties=species:S:1:pos:R:3:lowdin_charge:R:1
C 1.80464 1.65546 0.32212 -0.048
C -0.00573 -2.18689 1.92580 -0.057
C 0.94066 1.04046 1.59307 -0.189
C 0.28229 -1.09895 0.81288 -0.216
C -1.41030 0.54469 1.00944 0.154
C -1.54206 0.95367 -1.74295 -0.289
N -0.15503 0.22563 1.17272 -0.174
O -1.49133 -1.60382 -1.73839 -0.334
O 0.58507 -0.22862 -2.36761 -0.239
O -1.10407 -0.52355 -3.99991 -0.313
F -0.87435 2.02757 -2.39523 -0.147
S -1.03671 -0.50926 -2.56397 0.594
H 1.11060 2.50543 -0.07030 0.095
H 2.76099 2.08861 0.73662 0.076
H 1.91095 0.83095 -0.44970 0.062
H 0.77598 -3.01651 1.75939 0.097
H 0.07213 -1.80104 2.92117 0.055
H -0.93584 -2.76453 1.72264 0.078
H 0.55536 1.90534 2.18876 0.128
H 1.76922 0.51309 2.10420 0.119
H -0.10681 -1.49313 -0.14293 0.084
H 1.44680 -1.06068 0.62078 0.152
H -1.79439 1.49835 0.94100 0.075
H -2.07565 -0.25711 0.76956 0.103
H -2.56960 0.97318 -1.90654 0.027
H 1.08716 -0.21833 -3.22264 0.105
```

Net charge: 0
Energy above the lowest of the compared OMol25 structures with the same formula, charge and spin, eV: 3.424
HOMO level, Ha: -0.273
E_LUMO, eV: -0.44
Molecular weight, Da: 199.2



# 2
2 unconnected molecules or ions with the total composition C6H14FOP, computed with ωB97M-V/def2-TZVPD.

```
23
Properties=species:S:1:pos:R:3:lowdin_charge:R:1
C 1.46110 2.27349 -2.65791 -0.153
C -0.90444 2.82225 -1.98864 -0.130
C 0.14004 -3.92990 2.83435 -0.106
C -0.74986 -1.68065 2.26623 -0.036
C 0.16213 1.73594 -2.06231 -0.555
C 0.07901 -2.43991 2.96116 -0.247
O -0.38210 -0.34807 -0.63986 -0.301
F -0.54196 1.80674 0.52861 -0.325
P 0.54435 0.96385 -0.39210 0.884
H 1.76234 3.18110 -2.13479 0.074
H 2.26249 1.54264 -2.56317 0.057
H 1.33158 2.51092 -3.71244 0.074
H -1.05238 3.26018 -2.97472 0.077
H -0.60592 3.61249 -1.30126 0.071
H -1.85183 2.41158 -1.64494 0.072
H 0.99418 -4.33642 3.36990 0.069
H -0.76422 -4.37722 3.24917 0.078
H 0.20418 -4.22775 1.78959 0.073
H -1.44926 -2.11830 1.56866 0.071
H -0.37464 -0.96931 0.09826 -0.011
H -0.79962 -0.61194 2.39768 0.065
H -0.21159 0.90798 -2.67436 0.101
H 0.74640 -1.98971 3.68289 0.099
```

Multiplicity: 3
Net charge: 0
HOMO level (alpha / beta), Ha: -0.206 / -0.335
Expectation value of S²: 2.006
E_LUMO (alpha / beta), eV: 1.04 / -2.48
Molecular weight, Da: 152.1



# 3
2 unconnected molecules or ions with the total composition C6H14N2, computed with ωB97M-V/def2-TZVPD.

```
22
Properties=species:S:1:pos:R:3:lowdin_charge:R:1
C 1.21412 -1.98293 -2.05473 -0.149
N 1.46186 0.88542 -1.53704 0.068
C 0.27238 0.20149 -1.84892 -0.315
N 0.08979 -1.04412 -2.10175 -0.047
H 1.61096 -2.11456 -3.09391 0.089
H 0.82812 -2.90255 -1.68546 0.049
H 2.05524 -1.65435 -1.39846 0.061
H 1.34270 1.65654 -0.88968 0.072
H 2.25917 0.29467 -1.24486 0.076
H -0.62371 0.84229 -1.87855 0.106
C -1.20523 1.88032 1.62802 -0.076
C -0.74100 0.45578 1.89504 -0.426
C 0.49136 0.20435 2.36683 0.020
C -1.74177 -0.62997 1.58690 -0.080
H -1.38655 1.99177 0.56787 0.060
H -0.47532 2.59762 1.94631 0.060
H -2.16892 2.11370 2.13225 0.089
H 0.82002 -0.79900 2.58192 0.050
H 1.19914 1.02684 2.53337 0.059
H -1.35433 -1.62212 1.86106 0.076
H -1.98558 -0.64525 0.51305 0.074
H -2.72161 -0.44894 2.08772 0.086
```

Net charge: 0
Energy above the lowest of the compared OMol25 structures with the same formula, charge and spin, eV: 1.236
HOMO level, Ha: -0.337
E_LUMO, eV: 0.84
Molecular weight, Da: 114.2



# 4
A single C6H14N2 molecule, computed with ωB97M-V/def2-TZVPD.

```
22
Properties=species:S:1:pos:R:3:lowdin_charge:R:1
C 0.53110 -0.67268 1.69471 -0.201
N 0.21273 -1.78170 0.78560 -0.090
C -0.99190 -1.62533 0.01560 -0.292
C -0.92019 -0.81339 -1.24675 -0.219
C -1.35205 0.65365 -1.21452 -0.204
C -0.79113 1.75146 -1.76854 -0.027
C 1.74426 0.15792 1.14604 -0.232
N 1.34918 1.46210 0.57446 -0.016
H -0.45341 -0.02324 1.88218 0.153
H 0.52049 -0.93359 2.62625 0.022
H 0.99823 -2.13087 0.16940 0.130
H -1.84983 -1.04404 0.66895 0.156
H -1.49153 -2.54994 -0.16632 0.083
H -1.72027 -1.18503 -2.01019 0.136
H 0.06506 -0.83882 -1.77803 0.116
H -2.39380 0.81228 -0.89059 0.097
H -1.41976 2.60937 -1.78359 0.027
H 0.07292 2.06524 -2.30957 0.040
H 2.23839 -0.33374 0.30359 0.100
H 2.41312 0.38444 2.04576 0.113
H 1.91316 1.86645 -0.09000 0.019
H 1.32522 2.16944 1.34553 0.089
```

Net charge: 0
Energy above the lowest of the compared OMol25 structures with the same formula, charge and spin, eV: 3.689
HOMO level, Ha: -0.306
E_LUMO, eV: 1.10
Molecular weight, Da: 114.2



# 5
2 unconnected molecules or ions with the total composition C6H14N2, computed with ωB97M-V/def2-TZVPD.

```
22
Properties=species:S:1:pos:R:3:lowdin_charge:R:1
C 1.46363 -0.18111 0.51689 -0.335
C 2.25309 0.07530 -0.73894 -0.086
N 1.53384 -1.48098 1.00734 0.056
H 1.23675 -2.16883 0.31534 0.093
H 1.34084 -1.57985 1.99646 0.091
H 1.51403 0.58660 1.28631 0.121
H 0.20369 0.47901 -0.07338 0.115
H 2.07173 1.07459 -1.13395 0.076
H 3.32172 0.00768 -0.51932 0.078
H 1.99578 -0.66637 -1.49889 0.082
C -1.43841 -0.33175 1.46588 -0.076
C -0.85818 -0.28901 0.07763 -0.543
C -1.15747 1.48721 -0.51786 -0.103
C -1.53359 1.57511 -1.77654 -0.047
N -0.97619 -1.19093 -0.83306 0.037
H -1.72773 -1.84766 -0.64207 0.042
H -1.10698 2.30366 0.19631 0.074
H -0.97118 0.42903 2.09392 0.074
H -2.51556 -0.15756 1.46374 0.086
H -1.26076 -1.30580 1.93072 0.071
H -1.76119 2.52276 -2.25738 0.049
H -1.62786 0.65888 -2.35914 0.046
```

Net charge: 0
Energy above the lowest of the compared OMol25 structures with the same formula, charge and spin, eV: 5.473
HOMO level, Ha: -0.258
E_LUMO, eV: 0.89
Molecular weight, Da: 114.2



# 6
A single C6H14N2 molecule, computed with ωB97M-V/def2-TZVPD.

```
22
Properties=species:S:1:pos:R:3:lowdin_charge:R:1
C -1.40192 -0.71456 0.13131 -0.255
N -0.04066 -0.22660 0.03603 -0.065
C -0.02381 0.88807 -0.88585 -0.260
C 1.37321 1.59475 -0.90754 -0.208
C 1.59139 2.52131 0.24782 -0.189
C 1.89137 2.02617 1.45220 -0.007
C -1.45081 -2.16694 0.67446 -0.269
N -1.26152 -3.06382 -0.45312 -0.028
H -1.93674 -0.11090 0.88683 0.117
H -1.96015 -0.72285 -0.80992 0.105
H 0.69366 -0.89021 -0.16334 0.111
H -0.78120 1.61908 -0.58792 0.114
H -0.26193 0.71370 -1.95515 0.111
H 1.46238 2.09721 -1.87492 0.100
H 2.14152 0.81579 -0.85295 0.105
H 1.45389 3.58368 0.07181 0.094
H 2.05571 2.71665 2.26819 0.042
H 2.31146 1.05449 1.64942 0.053
H -2.38819 -2.39470 1.19474 0.100
H -0.54764 -2.23629 1.29211 0.109
H -2.04931 -3.11076 -1.07320 0.056
H -0.87069 -3.99327 -0.34103 0.063
```

Net charge: 0
Energy above the lowest of the compared OMol25 structures with the same formula, charge and spin, eV: 1.739
HOMO level, Ha: -0.318
E_LUMO, eV: 1.19
Molecular weight, Da: 114.2



# 7
A single C6H14N2 molecule, computed with ωB97M-V/def2-TZVPD.

```
22
Properties=species:S:1:pos:R:3:lowdin_charge:R:1
C -0.31669 -1.53631 -1.39995 -0.083
C 0.50534 -2.27009 0.73853 -0.100
C 0.18826 2.57213 0.36464 -0.072
C -1.84166 1.06311 0.07262 -0.073
N -0.10983 -1.19589 -0.00801 -0.228
C 0.43824 0.09331 0.20628 -0.365
C -0.35139 1.17513 0.20668 -0.298
N 1.81203 0.13476 0.50143 0.120
H 2.19119 1.06892 0.52188 0.069
H 2.36966 -0.48324 -0.07228 0.086
H -0.19724 -3.10452 0.78170 0.083
H 0.62037 -1.79086 -1.92224 0.085
H -0.98143 -2.39940 -1.45815 0.085
H -0.78293 -0.69769 -1.91143 0.082
H 0.70989 -1.92599 1.74910 0.087
H 1.44212 -2.63865 0.29296 0.078
H -0.54835 3.29324 0.01811 0.071
H 0.41128 2.79539 1.40947 0.082
H -2.17608 1.41918 -0.90388 0.077
H -2.15471 0.03085 0.19488 0.069
H -2.32923 1.67446 0.83172 0.075
H 1.10115 2.72217 -0.21406 0.069
```

Net charge: 0
Energy above the lowest of the compared OMol25 structures with the same formula, charge and spin, eV: 0.856
HOMO level, Ha: -0.273
E_LUMO, eV: 0.95
Molecular weight, Da: 114.2



# 8
2 unconnected molecules or ions with the total composition C6H14N2, computed with ωB97M-V/def2-TZVPD.

```
22
Properties=species:S:1:pos:R:3:lowdin_charge:R:1
C 1.20385 1.22208 -0.42669 -0.363
C -1.17575 -0.70813 0.22871 -0.237
C -1.80500 1.20311 -1.14089 -0.110
C 1.87078 -0.01446 -0.95840 -0.076
N -0.84989 0.65479 -0.19157 -0.187
N 1.30776 1.70587 0.79190 0.000
C -0.42137 -1.13227 1.45180 -0.185
C 0.26810 -2.25636 1.55619 -0.002
H 0.98188 1.96192 -1.19698 0.102
H 1.77357 1.05538 1.42587 0.028
H -0.57532 1.30290 0.65161 0.131
H -0.96824 -1.38602 -0.60636 0.117
H -2.25402 -0.78596 0.45183 0.118
H -0.47022 -0.44105 2.28493 0.103
H -1.53131 2.23154 -1.37198 0.079
H -2.83480 1.18502 -0.76185 0.077
H -1.77928 0.61843 -2.06437 0.084
H 2.79401 0.26836 -1.46365 0.076
H 1.22231 -0.49934 -1.68778 0.069
H 2.08744 -0.72269 -0.16106 0.062
H 0.81021 -2.50870 2.45401 0.054
H 0.34531 -2.95443 0.73471 0.061
```

Net charge: 0
Energy above the lowest of the compared OMol25 structures with the same formula, charge and spin, eV: 2.670
HOMO level, Ha: -0.303
E_LUMO, eV: 1.00
Molecular weight, Da: 114.2



# 9
2 unconnected molecules or ions with the total composition C6H14N2, computed with ωB97M-V/def2-TZVPD.

```
22
Properties=species:S:1:pos:R:3:lowdin_charge:R:1
C 3.15552 0.28660 1.71236 0.004
C 1.94735 -0.28960 1.05163 -0.330
C 1.89837 -0.63119 -0.28602 0.238
N 0.87657 -0.51065 1.82632 0.249
H 3.45081 -0.34113 2.55495 0.111
H 2.94720 1.28813 2.09248 0.109
H 3.99442 0.34481 1.02486 0.096
H 1.04384 -1.16039 -0.68405 0.074
H 2.70656 -0.37023 -0.95172 0.106
H 0.86449 -0.02661 2.72064 0.151
H -0.03899 -0.51463 1.36142 0.125
C -1.97016 -1.42328 -0.88583 -0.107
C -2.40674 -0.04927 -1.36249 -0.300
C -1.78834 2.17073 -1.10818 -0.049
N -1.55319 0.98174 -0.74916 -0.053
H -2.63946 -2.20282 -1.24350 0.080
H -0.95154 -1.61280 -1.22303 0.044
H -1.99853 -1.45221 0.20636 0.063
H -3.45325 0.13038 -1.10722 0.117
H -2.33822 -0.00780 -2.45276 0.116
H -2.56556 2.43405 -1.82654 0.089
H -1.18114 2.95617 -0.67052 0.068
```

Multiplicity: 2
Net charge: +1
Energy above the lowest of the compared OMol25 structures with the same formula, charge and spin, eV: 0.558
HOMO level (alpha / beta), Ha: -0.485 / -0.485
Expectation value of S²: 0.762
E_LUMO (alpha / beta), eV: -3.42 / -7.14
Molecular weight, Da: 114.2



# 10
3 unconnected molecules or ions with the total composition C6H14N2O, computed with ωB97M-V/def2-TZVPD.

```
23
Properties=species:S:1:pos:R:3:lowdin_charge:R:1
C 0.24246 0.23837 0.63558 -0.615
C -1.86758 1.28638 -0.48373 -0.079
C -0.44354 -1.00253 1.14490 -0.030
C 2.50697 -1.34746 -0.83957 -0.087
C -2.74231 0.29784 -1.19765 -0.154
N 0.04509 0.60424 -0.62782 0.098
C 2.25639 -0.27572 0.16663 -0.278
O 0.45690 1.21796 1.58493 0.008
N 3.15981 0.34457 0.75831 0.101
H -0.09703 1.06996 2.36020 0.101
H 0.55629 1.45890 -0.83207 0.092
H 2.83900 1.07930 1.39044 0.041
H -1.70811 2.22452 -1.00766 0.069
H -2.14161 1.47980 0.55217 0.072
H 0.21021 -1.50148 1.86258 0.087
H -1.37699 -0.75016 1.65113 0.079
H -0.65206 -1.67389 0.31802 0.085
H 3.57721 -1.45748 -1.03544 0.073
H 2.12749 -2.30031 -0.46786 0.070
H 1.97943 -1.10852 -1.76253 0.066
H -2.88160 -0.61172 -0.61140 0.059
H -3.74067 0.70736 -1.40122 0.072
H -2.30578 0.02005 -2.15793 0.071
```

Net charge: 0
Energy above the lowest of the compared OMol25 structures with the same formula, charge and spin, eV: 4.957
HOMO level, Ha: -0.257
E_LUMO, eV: 0.69
Molecular weight, Da: 130.2



What is the molecular weight in the second record?
152.1 Da



Look up the molecular weight of the tenth one.
130.2 Da